166
Properties=species:S:1:pos:R:3 method="wB97M-V/def2-TZVPD" gap_ha=0.2990 lumo_energy_ev=-0.02 total_charge=0 smiles="CN(C)P(=O)(N(C)C)N(C)C.CN(C)P(=O)(N(C)C)N(C)C.CN(C)P(=O)(N(C)C)N(C)C.CN(C)P(=O)(N(C)C)N(C)C.CN(C)P(=O)(N(C)C)N(C)C.C[N+](=O)[O-].C[N+](=O)[O-].C[N+](=O)[O-]" fmax_ha_per_bohr=0.045 e_homo_ha=-0.2996 total_energy_ev=-131612.406
O -0.661 0.881 -1.427
P -0.864 0.369 -2.813
N -1.516 1.510 -3.821
C -2.298 2.534 -3.086
C -1.776 1.437 -5.250
N -1.898 -0.954 -2.894
C -2.293 -1.634 -4.130
C -2.559 -1.452 -1.695
N 0.538 -0.104 -3.561
C 1.430 0.811 -4.252
C 1.258 -1.282 -3.055
H -2.666 3.344 -3.714
H -1.597 2.949 -2.367
H -3.157 2.033 -2.634
H -2.781 1.050 -5.438
H -1.044 0.772 -5.714
H -1.605 2.420 -5.688
H -2.409 -2.681 -3.824
H -3.336 -1.384 -4.362
H -1.622 -1.548 -4.974
H -3.618 -1.598 -1.925
H -2.109 -2.354 -1.271
H -2.477 -0.668 -0.941
H 1.706 0.474 -5.256
H 1.017 1.818 -4.230
H 2.403 0.861 -3.746
H 0.514 -1.944 -2.606
H 1.974 -0.973 -2.293
H 1.692 -1.795 -3.914
O 4.503 5.914 -1.403
P 3.387 5.460 -2.245
N 2.494 6.672 -2.957
C 3.211 7.465 -3.971
C 1.509 7.433 -2.180
N 2.179 4.557 -1.456
C 0.902 4.157 -2.049
C 2.250 4.253 -0.030
N 3.928 4.534 -3.550
C 3.135 4.249 -4.764
C 4.812 3.433 -3.192
H 2.906 8.509 -4.012
H 3.129 7.017 -4.961
H 4.272 7.517 -3.707
H 0.710 6.747 -1.881
H 1.101 8.230 -2.789
H 1.875 7.787 -1.212
H 0.985 4.514 -3.072
H 0.854 3.064 -2.051
H 0.018 4.567 -1.558
H 1.404 4.649 0.535
H 2.325 3.166 0.094
H 3.191 4.640 0.365
H 3.260 3.184 -4.959
H 2.077 4.465 -4.675
H 3.579 4.765 -5.618
H 5.763 3.439 -3.722
H 4.298 2.472 -3.122
H 5.126 3.577 -2.149
O 5.095 -2.195 2.047
P 4.701 -3.567 1.652
N 4.604 -4.642 2.985
C 4.495 -6.069 2.768
C 5.147 -4.232 4.271
N 5.752 -4.375 0.605
C 7.163 -4.419 0.861
C 5.257 -5.281 -0.421
N 3.181 -3.687 0.991
C 2.049 -4.031 1.853
C 2.877 -2.936 -0.226
H 3.834 -6.448 3.559
H 5.443 -6.605 2.871
H 3.932 -6.323 1.871
H 5.889 -4.963 4.609
H 4.385 -4.111 5.047
H 5.683 -3.293 4.131
H 7.599 -5.236 0.282
H 7.699 -3.509 0.575
H 7.448 -4.647 1.895
H 5.336 -6.327 -0.119
H 4.262 -5.056 -0.794
H 5.825 -5.130 -1.349
H 1.108 -3.843 1.343
H 2.075 -5.088 2.115
H 2.037 -3.457 2.781
H 3.275 -1.919 -0.160
H 1.822 -2.954 -0.481
H 3.385 -3.383 -1.089
O -5.706 5.404 1.128
P -4.758 4.388 0.640
N -3.460 4.160 1.682
C -3.456 4.929 2.917
C -2.402 3.171 1.496
N -4.167 4.681 -0.917
C -5.155 4.901 -1.958
C -3.002 5.577 -1.008
N -5.433 2.838 0.491
C -6.143 2.338 1.658
C -4.888 1.829 -0.410
H -3.513 6.010 2.750
H -2.680 4.678 3.633
H -4.404 4.816 3.463
H -1.993 3.022 2.497
H -1.648 3.506 0.781
H -2.745 2.164 1.242
H -5.315 5.962 -2.172
H -4.923 4.432 -2.919
H -6.119 4.502 -1.636
H -3.277 6.469 -1.576
H -2.830 5.953 0.004
H -2.099 5.158 -1.452
H -6.696 3.154 2.125
H -6.910 1.609 1.391
H -5.420 1.895 2.353
H -3.897 2.145 -0.747
H -5.538 1.736 -1.282
H -4.637 0.882 0.076
O -1.075 -5.089 1.502
P -2.506 -5.279 1.224
N -2.841 -5.609 -0.388
C -1.808 -5.583 -1.379
C -4.234 -5.700 -0.845
N -3.411 -3.920 1.627
C -4.844 -3.767 1.675
C -2.648 -2.700 1.938
N -3.235 -6.476 2.138
C -3.381 -6.330 3.572
C -3.850 -7.711 1.591
H -0.942 -6.177 -1.078
H -1.432 -4.595 -1.680
H -2.131 -6.019 -2.330
H -4.201 -6.206 -1.808
H -4.630 -4.701 -1.071
H -4.900 -6.075 -0.076
H -5.150 -3.120 2.504
H -5.169 -3.235 0.772
H -5.332 -4.729 1.831
H -1.707 -2.968 2.414
H -2.383 -2.132 1.040
H -3.253 -2.054 2.575
H -4.380 -5.962 3.833
H -3.104 -7.274 4.042
H -2.721 -5.576 4.006
H -3.567 -7.788 0.547
H -4.929 -7.581 1.704
H -3.476 -8.541 2.188
C 2.874 -1.043 5.274
N 3.325 -1.746 6.491
O 2.575 -2.546 7.010
O 4.462 -1.580 6.868
H 3.825 -0.773 4.813
H 2.297 -0.150 5.496
H 2.349 -1.650 4.541
C 1.962 3.134 3.991
N 2.675 3.516 5.214
O 2.858 2.686 6.075
O 2.881 4.709 5.348
H 1.631 3.956 3.369
H 1.060 2.568 4.226
H 2.579 2.445 3.412
C 0.344 0.586 1.548
N 0.393 -0.245 2.760
O 0.516 -1.442 2.643
O 0.194 0.335 3.817
H 1.331 0.881 1.203
H -0.410 1.367 1.553
H -0.058 -0.026 0.736